{
  "formula": "C5H7Cl",
  "method": "the ωB97M-V functional and the def2-TZVPD basis",
  "species": ["C", "C", "C", "C", "C", "Cl", "H", "H", "H", "H", "H", "H", "H"],
  "positions_angstrom": [[0.061703, 1.339326, 1.382871], [-1.108289, 0.938929, 1.764838], [0.417839, -0.084256, -1.152195], [0.985267, 0.627190, -0.055078], [-0.063237, -1.476359, -1.012928], [1.876372, 2.059164, -0.587702], [-1.528124, 1.447650, 2.621824], [-1.744577, 0.160188, 1.358594], [0.094558, 0.480780, -2.011372], [1.608554, 0.019842, 0.600213], [-0.217449, -1.927202, -1.990564], [-1.022552, -1.515814, -0.483777], [0.639936, -2.069438, -0.434725]],
  "forces_ev_per_a": [[1.11, -2.35, -3.99], [-0.59, 0.71, 1.21], [-1.37, -0.30, -0.45], [-0.24, 2.10, 4.14], [0.03, 0.06, 0.01], [0.48, 0.24, -0.31], [-0.31, 0.02, 0.29], [0.30, -0.11, -0.41], [0.11, 0.15, -0.13], [0.38, -0.15, -0.44], [0.04, -0.12, 0.01], [-0.03, -0.02, 0.02], [0.09, -0.23, 0.06]],
  "s2": 2.020,
  "lumo_ev": [1.0, -1.6],
  "largest_force_ev_per_a": 4.763,
  "gap_ha": [0.3207, 0.3163],
  "spin_multiplicity": 3,
  "de_lowest_kj_mol": 114.3
}

{
  "formula": "C5H7Cl2N",
  "method": "the ωB97M-V functional and the def2-TZVPD basis",
  "species": ["C", "C", "C", "Cl", "Cl", "H", "H", "H", "H", "C", "C", "N", "H", "H", "H"],
  "positions_angstrom": [[-0.876577, 2.258996, -0.089140], [0.225732, 1.439388, -0.666011], [0.970565, 0.508146, -0.062395], [2.260238, -0.235772, -0.969716], [1.145236, 0.563830, 1.617273], [-0.867230, 3.139793, -0.657864], [-0.711457, 2.304849, 1.040978], [-1.892187, 1.972984, -0.435928], [0.281300, 1.453846, -1.801849], [0.391695, -2.505794, 0.375880], [-0.852538, -1.742861, 0.181861], [-1.766096, -1.048506, 0.204460], [0.685539, -2.786563, -0.641067], [0.083567, -3.396233, 0.820460], [0.922211, -1.926105, 1.083052]],
  "forces_ev_per_a": [[0.30, -1.22, 1.18], [-1.02, -1.39, -2.16], [0.58, 2.30, -1.28], [-0.04, -0.25, 0.20], [0.18, -0.55, 1.23], [0.62, 2.17, 0.07], [-0.87, 0.49, -1.69], [0.51, -0.97, 0.83], [0.12, -0.03, 1.53], [-2.30, 0.31, -1.82], [-0.13, 0.24, 0.61], [-0.24, -0.20, -0.30], [1.12, 0.47, 0.52], [-0.35, -1.68, 1.01], [1.51, 0.30, 0.06]],
  "lumo_ev": 0.6,
  "largest_force_ev_per_a": 2.947,
  "smiles": "CC=C(Cl)Cl.CC#N",
  "gap_ha": 0.3586,
  "de_lowest_kj_mol": 111.8
}